The following is a quantum chemistry calculation of a 3-piece molecular cluster, C28H50BN3O7 overall at a distorted geometry, from OMol25.

Atoms and positions in Å:
O 5.865936 -1.581617 6.207314
O 2.498854 -2.767642 6.340860
O 4.543554 0.645248 7.525145
O -2.743836 0.154574 -4.556204
O 4.863115 1.248946 2.672545
O 1.128535 -1.154055 5.845890
O 0.604534 -0.755115 1.343762
N 7.780599 -1.767058 4.727550
N -0.342312 -1.636851 1.112480
N -3.477575 0.924714 -5.329147
C 5.719247 0.583024 3.763015
C 3.924673 -2.891637 6.476880
C -4.266456 3.267071 -5.515491
C -4.440882 1.025830 -7.630954
C 3.118331 -0.136309 4.011734
C 4.447955 -0.076010 3.058170
C -3.102477 2.345758 -5.062215
C 6.891906 -1.905255 5.416035
C 3.560262 -0.648272 5.431614
C 4.596388 -1.806317 5.538269
C 1.209606 -2.458673 -0.677056
C -0.231215 -2.070863 -0.310882
C -3.328612 0.443385 -6.733298
C 2.896407 3.007836 5.909539
C -3.531980 -1.075741 -6.838535
C -2.662445 -2.185605 1.789918
C -0.727085 -0.991312 -1.281419
C -1.547248 -0.308923 2.885284
C 2.399927 1.655855 6.592027
C -1.654887 2.299998 -7.198753
C -1.963094 0.813526 -7.326040
C -2.210476 -0.040864 0.509652
C 2.262677 -1.489667 5.861263
C -1.032607 -3.367951 -0.549783
C -2.945037 2.640248 -3.559833
C -1.645467 -1.041482 1.534404
C -2.128462 -0.502434 -0.943263
C -1.789468 2.762512 -5.750238
B 3.540390 0.529928 6.533534
H -2.538434 0.003962 3.218085
H -4.407109 0.570391 -8.622812
H -1.172213 0.242224 -6.826710
H 1.248152 -2.872788 -1.686050
H -2.793701 3.708744 -3.397789
H -1.665145 0.906428 0.588823
H 2.255339 1.881113 7.672187
H 1.986635 3.645482 5.788265
H 2.718702 0.891966 3.988940
H -1.682722 3.850165 -5.711474
H -2.310453 2.886410 -7.849383
H -3.287735 -1.986289 2.661637
H -1.121683 -0.953167 3.658158
H -5.429465 0.824037 -7.211338
H -0.711669 -1.373595 -2.306389
H -0.740210 -4.146220 0.159756
H -4.424142 4.094225 -4.821455
H -0.637085 2.491755 -7.546911
H 1.468042 1.353234 6.071136
H -2.745748 -1.640892 -6.336942
H -2.866908 -1.286032 -1.136609
H -2.392233 0.327037 -1.602784
H -0.941005 2.353692 -5.190316
H -0.843483 -3.752638 -1.554077
H -2.110328 -3.238876 -0.482610
H -2.077168 2.138847 -3.127843
H -4.357977 2.097608 -7.796683
H -4.492667 -1.372796 -6.411076
H -2.159697 -3.132307 1.995283
H -4.086867 3.719651 -6.491938
H 4.633360 -0.943509 2.360933
H 4.689285 -2.383765 4.584846
H -3.251845 0.187896 0.753285
H 4.364173 -3.905026 6.441737
H -5.214308 2.727603 -5.554930
H 5.402227 0.780074 7.091438
H -3.524921 -1.389765 -7.883791
H 3.284477 2.838532 4.878788
H 1.890813 -1.606984 -0.662361
H 4.089001 -2.426089 7.485021
H 1.596656 -3.218610 0.006748
H 3.609751 3.566832 6.546805
H 5.597342 1.118665 4.719452
H -0.944428 0.598543 2.821797
H -1.921412 0.520915 -8.379421
H -3.346235 -2.333238 0.952361
H -0.040630 -0.136613 -1.272493
H 2.522719 -0.878307 3.442822
H -3.833501 2.338454 -3.000356
H 6.635175 0.624223 3.152470

Atomic forces in eV per Å
O 1.077 -0.704 -1.643
O 1.601 0.350 -1.283
O -0.483 0.367 -1.433
O -1.024 0.134 -0.053
O -0.829 -1.745 1.169
O -0.504 0.993 -0.546
O -0.070 -0.983 0.395
N 2.317 -0.718 -1.634
N 0.984 2.939 -0.779
N 3.022 -0.830 0.664
C -2.257 0.859 -3.641
C 0.177 2.428 1.835
C -0.174 0.076 -0.314
C -0.119 0.368 0.007
C 3.158 -0.627 -2.238
C 1.529 1.601 2.301
C -1.001 1.922 0.238
C -3.067 2.003 2.412
C -1.693 -1.478 0.508
C -1.679 -2.273 -0.201
C 0.349 0.425 0.445
C -0.147 -1.746 -1.196
C -1.169 -0.318 -1.757
C -0.857 -0.249 0.027
C 0.228 -0.189 0.628
C -0.156 -0.274 -0.208
C -0.114 0.437 0.107
C 0.785 0.147 -0.065
C 0.601 -0.020 -0.395
C -0.102 0.069 -0.006
C 0.365 0.192 0.246
C 0.355 0.146 -0.493
C -0.202 -0.811 0.899
C -0.348 -0.079 0.140
C 0.213 -0.735 0.195
C -1.847 -0.580 1.098
C -0.102 -0.049 0.071
C 0.343 -0.400 -0.265
B 0.326 0.968 0.867
H -0.062 -0.183 -0.216
H 0.114 -0.119 0.129
H -0.148 -0.013 0.136
H -0.253 0.008 0.053
H -0.086 -0.012 -0.266
H 0.108 -0.104 0.129
H -0.321 -0.215 -0.689
H 0.776 -0.328 0.105
H -0.152 -0.804 0.195
H -0.184 -0.039 0.165
H -0.029 -0.046 0.013
H 0.089 0.199 -0.068
H 0.023 0.017 -0.042
H 0.081 -0.001 0.033
H 0.060 -0.161 0.132
H 0.009 0.086 0.002
H 0.213 -0.074 0.029
H -0.034 0.031 0.015
H 0.440 0.117 0.645
H -0.061 0.133 0.117
H 0.046 -0.018 -0.013
H -0.040 -0.072 -0.008
H -0.142 -0.084 0.096
H 0.145 0.146 0.040
H 0.036 0.027 0.090
H -0.129 -0.136 -0.077
H -0.017 -0.009 0.100
H 0.055 0.051 0.032
H 0.039 0.066 -0.079
H -0.059 -0.091 -0.027
H -0.268 1.253 0.575
H 0.594 1.142 0.325
H 0.075 -0.120 0.213
H -0.683 0.514 -0.354
H 0.095 -0.052 -0.040
H -0.029 -0.659 0.488
H -0.016 0.258 -0.015
H 0.024 0.185 0.763
H -0.103 0.007 0.151
H 0.432 -0.965 -0.439
H -0.042 0.058 0.017
H -0.207 -0.462 -0.519
H 0.270 -0.492 -0.496
H 0.125 -0.172 -0.041
H -0.219 -0.071 0.080
H 0.083 -0.072 -0.027
H 0.053 -0.088 0.180
H -0.374 0.686 0.775
H 0.014 -0.025 -0.049
H 0.171 -0.914 1.544

## Properties
Multiplicity: 3
HOMO-LUMO gap (alpha / beta): 9.07 / 9.36 eV
HOMO level (alpha / beta): -8.6374 / -9.3982 eV

The following is a quantum chemistry calculation of an isolated molecule of CH7N2O2P at a distorted geometry, from OMol25.

Atoms and positions in Å:
P 0.474962 -0.314124 0.250338
O 0.775539 -0.295680 1.780775
O 1.807282 -1.126576 -0.200940
N -0.706941 -1.220844 -0.221655
N -2.036887 -0.548539 -0.236710
C 0.665318 1.375162 -0.340782
H -0.277048 1.822462 -0.060084
H 0.328981 0.431303 2.274806
H 1.377857 -1.973176 -0.406861
H -2.055509 -0.163361 -1.144962
H -2.633765 -1.326605 -0.392079
H 0.790058 1.452527 -1.442334
H 1.490150 1.887452 0.140492

Atomic forces in eV per Å
P 1.101 -1.512 -1.943
O -0.294 1.764 2.519
O -1.124 0.297 0.066
N -0.206 0.972 -0.140
N 1.182 -0.433 0.668
C -0.122 -0.290 -0.531
H -0.312 0.594 -0.011
H 0.398 -0.890 -0.356
H 0.501 -0.362 -0.341
H -0.155 1.022 -1.285
H -0.873 -0.851 0.431
H -0.181 -0.326 0.758
H 0.085 0.016 0.163

## Properties
HOMO-LUMO gap: 8.77 eV
HOMO level: -8.1296 eV
Structure (SMILES): CP(O)(O)=NN

The following is a quantum chemistry calculation of C23H23NSr as an isolated structure at a distorted geometry, from OMol25.

Atoms and positions in Å:
Sr 1.571740 -1.624255 0.755606
N 0.772140 0.406125 1.584910
C 4.280812 1.310268 1.707755
C -1.370943 -0.678651 1.760621
C -2.643114 -0.821271 2.398506
C -0.944321 -1.397039 -3.559258
C 1.904931 1.037734 2.040414
C -3.565469 -1.761425 1.918103
C 0.226146 -1.375415 -2.723841
C 3.313927 1.619318 3.922040
C -2.016308 -0.428828 -3.584841
C -0.162919 1.782317 -2.468410
C 4.414269 1.590695 3.084280
C 3.022053 1.060443 1.175200
C -3.249447 -2.533340 0.802079
C 1.247999 -0.283230 -3.020041
C -1.992631 -2.367185 0.150585
C 0.624668 1.046673 -3.503614
C -0.309637 0.650125 3.682994
C -0.318130 0.180666 2.357444
C -1.073831 -1.453628 0.633602
C 2.012530 1.333082 3.433346
C 0.842302 1.173797 4.209824
C -1.311747 1.460883 -1.923308
C -2.200568 0.293856 -2.185755
H -2.956911 -0.965736 -3.773269
H 0.029890 0.856473 -4.410417
H -1.218237 0.527739 4.280592
H 5.405905 1.806091 3.487203
H 1.935626 -0.624471 -3.799836
H 0.892521 1.464384 5.264914
H -1.116623 -2.307938 -4.220889
H 1.453742 1.715719 -3.811742
H -1.943994 0.327629 -4.368694
H -4.527468 -1.877864 2.426556
H -3.966891 -3.266556 0.420125
H -1.747875 2.156224 -1.160710
H -1.760173 -2.959474 -0.734971
H 0.304714 2.763332 -2.183137
H 2.853423 0.915666 0.093843
H 0.710788 -2.376975 -2.785934
H 5.159112 1.303718 1.061883
H -2.875755 -0.195204 3.256661
H 3.414004 1.841933 4.989460
H -3.243430 0.639309 -2.137088
H 1.887491 -0.061126 -2.143784
H -2.091817 -0.451026 -1.377678
H 0.327490 -1.453553 -1.021311

Atomic forces in eV per Å
Sr -0.031 -1.195 -0.463
N -0.958 1.324 0.350
C -0.519 0.151 -0.135
C -1.602 -0.335 0.724
C 0.640 -0.064 -0.494
C 1.433 -2.203 0.103
C -1.215 -1.188 1.000
C 0.279 0.584 0.358
C 0.624 -1.510 -0.610
C -0.241 0.166 0.211
C -1.426 1.198 1.452
C 1.159 1.551 -0.089
C 0.009 0.113 0.164
C 0.629 0.270 -0.120
C 0.860 -0.115 -0.816
C -0.066 0.890 0.415
C -1.677 -0.009 1.000
C 0.719 -0.097 -0.507
C -0.255 0.291 0.694
C 1.275 0.039 -1.250
C 1.802 -0.209 0.305
C 0.910 -0.167 -1.064
C -0.337 0.293 0.554
C -1.351 0.537 1.218
C -0.304 -0.657 -0.952
H 0.111 0.140 -0.064
H 0.254 0.060 0.295
H 0.550 0.064 -0.051
H -0.322 -0.110 -0.093
H -0.149 -0.143 -0.068
H -0.106 -0.175 -0.342
H 0.245 0.905 1.308
H -0.357 -0.396 0.040
H 0.012 0.141 -0.153
H 0.335 0.040 -0.233
H 0.197 0.205 0.194
H 0.585 -0.531 -0.636
H -0.072 0.025 0.081
H -0.551 -1.009 0.014
H 0.150 0.045 0.588
H -0.143 0.758 -0.099
H -0.229 0.035 0.191
H -0.250 -0.164 -0.064
H 0.143 -0.060 -0.382
H 0.199 0.026 0.032
H -0.172 -0.114 -0.070
H -0.009 0.314 -0.387
H -0.773 0.285 -2.145

## Properties
HOMO-LUMO gap (alpha / beta): 5.29 / 3.41 eV
HOMO level (alpha / beta): -5.8757 / -4.2234 eV

The following is a quantum chemistry calculation of C35H29ClMoNO4 as an isolated structure at a distorted geometry, from OMol25.

Atoms and positions in Å:
Mo -0.086520 -0.108552 -0.015323
Cl 0.325342 -0.803076 3.324356
O 0.287417 -1.846883 0.554014
O -1.701835 0.710355 -0.458477
O 0.691104 -3.973236 1.086513
O 1.117490 0.361279 -1.306181
N 0.334570 1.712784 1.003196
C -2.666746 1.432749 0.324596
C 0.817268 4.223793 2.002740
C -3.881714 -0.805438 0.254787
C 1.429534 5.031495 -3.044653
C -3.774647 4.859011 -2.052551
C 0.865641 -2.440677 2.867989
C 2.743689 4.621681 -2.859671
C 1.982404 2.519525 -1.955193
C -4.981434 -1.601248 0.559995
C 3.067585 -0.489646 -2.981767
C -3.323876 3.888206 0.101735
C 2.305291 1.193168 -1.274514
C -3.127151 2.547590 -1.875627
C -3.873345 0.540383 0.589361
C 2.634627 1.445303 0.210565
C 4.053264 -1.203863 -3.645445
C 3.402548 0.397506 -1.963854
C 4.745360 0.561078 -1.631551
C 3.018497 3.373845 -2.320775
C -6.080450 0.293986 1.532441
C 5.732063 -0.150984 -2.300492
C -3.691448 4.981143 -0.675306
C -4.986946 1.086182 1.223935
C 5.388998 -1.038553 -3.307497
C 1.568402 2.245864 0.899579
C -3.493592 3.636084 -2.650666
C -0.439520 3.658449 2.110882
C -3.034613 2.664329 -0.489526
C 0.591002 -2.848072 1.439677
C 0.667031 2.932131 -2.148466
C -0.667508 2.395757 1.599405
C 1.829852 3.509098 1.392939
C -2.014981 1.741585 1.688700
C -6.080617 -1.055993 1.202426
C 0.393384 4.182816 -2.688140
H -1.918433 0.785496 2.206367
H 3.569557 1.990025 0.292638
H -0.637188 4.486424 -2.829617
H -4.977306 -2.647590 0.283690
H 2.771777 0.480647 0.710456
H 3.560788 5.271630 -3.143969
H -2.918950 1.596580 -2.347715
H 1.217280 6.001617 -3.474119
H 2.822062 3.922919 1.281184
H -3.567622 3.527884 -3.725173
H -5.012821 2.142531 1.466039
H 4.050462 3.066057 -2.201412
H 5.051079 1.244956 -0.851184
H -1.252144 4.188230 2.587032
H 6.769897 -0.009474 -2.029055
H 0.377811 -3.155413 3.522397
H -0.160099 2.287405 -1.885841
H -2.678275 2.347860 2.299808
H -3.916634 5.926416 -0.198559
H -3.047759 -1.248838 -0.272580
H 2.032065 -0.621124 -3.263694
H -3.276806 4.012667 1.176319
H -6.937494 -1.673701 1.436472
H 6.157110 -1.596936 -3.825829
H 1.005134 5.217483 2.388430
H 3.774319 -1.891951 -4.432483
H -4.063182 5.708828 -2.657120
H -6.938216 0.732950 2.025334
H 1.940022 -2.486056 3.030486

Atomic forces in eV per Å
Mo 0.122 0.950 -0.179
Cl -0.010 -0.036 -0.125
O -0.061 -0.795 0.610
O -0.342 -0.574 0.328
O -0.035 -0.227 0.007
O 0.339 0.114 -0.103
N -0.061 -0.186 -0.008
C 0.340 0.097 -0.145
C 0.022 0.108 0.034
C -0.017 -0.096 -0.012
C 0.036 -0.029 0.012
C 0.010 -0.022 0.007
C -0.031 0.134 0.149
C -0.027 0.016 0.005
C -0.015 0.009 -0.134
C -0.008 0.047 0.010
C 0.003 0.005 -0.084
C 0.012 0.040 -0.030
C -0.292 -0.088 0.136
C -0.034 0.017 0.010
C -0.127 0.009 -0.059
C -0.121 -0.028 0.006
C 0.001 0.003 0.002
C 0.134 0.060 -0.013
C -0.018 -0.047 -0.001
C 0.029 0.034 0.014
C 0.009 -0.018 -0.005
C -0.021 0.000 -0.003
C 0.012 -0.021 0.000
C -0.023 0.010 0.006
C -0.026 0.012 0.010
C 0.041 -0.001 -0.003
C 0.002 0.011 0.030
C -0.065 -0.019 0.039
C -0.026 0.100 0.022
C -0.048 0.543 -0.525
C 0.030 0.028 0.039
C -0.042 0.077 -0.079
C 0.071 0.006 -0.012
C 0.114 -0.023 -0.081
C 0.029 0.022 -0.007
C -0.006 0.002 0.002
H 0.044 -0.120 0.114
H 0.038 0.027 -0.010
H 0.020 -0.024 0.006
H 0.008 0.010 0.002
H 0.022 -0.031 0.007
H -0.004 -0.002 -0.007
H 0.000 0.004 0.000
H 0.004 0.001 0.012
H -0.013 0.003 0.015
H 0.005 -0.001 0.010
H 0.005 -0.012 -0.009
H -0.026 -0.022 -0.008
H 0.001 0.004 0.011
H 0.019 0.008 -0.004
H -0.008 -0.002 0.003
H -0.004 -0.008 0.025
H -0.013 -0.011 -0.033
H -0.034 -0.012 0.004
H 0.006 -0.011 -0.003
H 0.014 0.013 0.001
H 0.009 0.000 0.012
H -0.013 -0.006 -0.013
H 0.013 0.008 0.000
H -0.012 0.004 0.000
H -0.004 -0.018 -0.002
H 0.000 0.004 0.002
H 0.000 -0.013 0.001
H 0.012 -0.005 -0.012
H 0.014 -0.030 0.005

## Properties
Multiplicity: 3
HOMO-LUMO gap (alpha / beta): 8.22 / 7.73 eV
HOMO level (alpha / beta): -11.5868 / -11.5905 eV
Total charge: +1